#a
This record from the OMol25 dataset describes C29H22F3IN4O2RhS as an isolated structure. The level of theory is ωB97M-V/def2-TZVPD.

- Kohn-Sham gap: 6.02 eV
- Net charge: +1
- Lowest unoccupied orbital energy: -4.49 eV
- HOMO energy: -0.386 hartree

Cartesian coordinates (Å):
1 Rh -0.59 -0.45 0.66
2 C 1.99 2.16 -2.27
3 C 0.60 2.65 -2.00
4 N 0.19 3.74 -2.59
5 C -1.07 4.18 -2.35
6 C -1.94 3.58 -1.50
7 C -3.32 4.16 -1.31
8 O -3.57 4.60 0.03
9 C -1.51 2.40 -0.81
10 C -2.38 1.85 0.18
11 N -2.20 0.82 0.95
12 C -3.21 0.57 1.96
13 C -4.19 1.50 2.31
14 C -5.15 1.22 3.26
15 C -5.15 0.00 3.92
16 C -4.17 -0.93 3.62
17 C -3.22 -0.63 2.66
18 I -1.76 -2.07 2.28
19 C -0.23 1.90 -1.10
20 O 0.27 0.81 -0.63
21 H 2.45 2.78 -3.04
22 H 1.98 1.12 -2.60
23 H 2.60 2.21 -1.36
24 H -1.37 5.08 -2.89
25 H -4.09 3.42 -1.52
26 H -3.46 4.98 -2.02
27 H -3.01 5.36 0.21
28 H -3.29 2.42 0.30
29 H -4.23 2.48 1.86
30 H -5.89 1.96 3.50
31 H -5.90 -0.23 4.67
32 H -4.15 -1.88 4.13
33 N 6.17 2.49 2.29
34 C 6.21 1.17 2.01
35 S 7.57 0.27 2.09
36 C 4.89 0.55 1.68
37 C 4.84 -0.53 0.80
38 C 3.64 -1.11 0.49
39 N 2.49 -0.65 1.05
40 C 2.51 0.38 1.91
41 C 3.70 1.00 2.23
42 H 7.03 2.95 2.53
43 H 5.37 3.06 2.09
44 H 5.76 -0.91 0.36
45 H 3.53 -1.93 -0.20
46 H 1.55 0.67 2.30
47 H 3.67 1.80 2.96
48 F -0.79 -7.46 -2.90
49 C -0.51 -6.35 -3.59
50 F 0.57 -6.62 -4.35
51 F -1.54 -6.11 -4.41
52 C -0.24 -5.19 -2.67
53 C 0.54 -5.39 -1.54
54 C 0.83 -4.33 -0.70
55 C 0.33 -3.06 -1.00
56 C -0.46 -2.86 -2.13
57 C -0.73 -3.93 -2.97
58 C 0.61 -1.95 -0.11
59 C 1.27 -1.20 0.66
60 H 0.91 -6.38 -1.31
61 H 1.43 -4.48 0.18
62 H -0.85 -1.88 -2.34
63 H -1.34 -3.78 -3.86

---

#b
This record from the OMol25 dataset describes C29H22F3IN4O2RhS as an isolated structure. The level of theory is ωB97M-V/def2-TZVPD.

- Kohn-Sham gap: 7.21 eV
- Net charge: +1
- Lowest unoccupied orbital energy: -3.90 eV
- HOMO energy: -0.408 hartree

Cartesian coordinates (Å):
1 Rh 0.40 -1.89 0.04
2 C 4.15 0.61 -0.95
3 C 3.75 0.57 0.49
4 N 4.39 1.30 1.36
5 C 4.03 1.27 2.66
6 C 3.01 0.50 3.15
7 C 2.66 0.56 4.61
8 O 1.30 0.96 4.82
9 C 2.28 -0.30 2.22
10 C 1.15 -1.03 2.72
11 N 0.21 -1.61 2.04
12 C -0.97 -1.97 2.76
13 C -1.31 -1.35 3.97
14 C -2.44 -1.72 4.67
15 C -3.29 -2.70 4.18
16 C -3.02 -3.28 2.95
17 C -1.88 -2.90 2.26
18 I -1.62 -3.70 0.35
19 C 2.65 -0.27 0.88
20 O 2.12 -1.00 -0.07
21 H 4.99 1.29 -1.07
22 H 3.32 0.96 -1.57
23 H 4.43 -0.38 -1.31
24 H 4.60 1.91 3.32
25 H 3.35 1.23 5.12
26 H 2.75 -0.42 5.09
27 H 1.23 1.90 4.61
28 H 1.05 -1.04 3.80
29 H -0.70 -0.54 4.35
30 H -2.67 -1.22 5.60
31 H -4.18 -2.99 4.72
32 H -3.69 -4.02 2.53
33 N 0.03 -2.79 -6.94
34 C 1.13 -2.51 -6.23
35 S 2.60 -2.25 -6.91
36 C 0.92 -2.39 -4.75
37 C 1.98 -2.64 -3.88
38 C 1.78 -2.50 -2.52
39 N 0.60 -2.15 -2.00
40 C -0.42 -1.89 -2.83
41 C -0.30 -2.01 -4.20
42 H 0.12 -2.89 -7.94
43 H -0.83 -3.10 -6.52
44 H 2.94 -2.92 -4.27
45 H 2.59 -2.67 -1.82
46 H -1.34 -1.55 -2.37
47 H -1.15 -1.74 -4.81
48 F -3.92 6.43 0.10
49 C -3.86 5.76 -1.06
50 F -5.13 5.55 -1.45
51 F -3.29 6.56 -1.97
52 C -3.13 4.45 -0.90
53 C -3.55 3.57 0.09
54 C -2.91 2.36 0.26
55 C -1.82 2.03 -0.56
56 C -1.41 2.92 -1.55
57 C -2.06 4.13 -1.71
58 C -1.14 0.78 -0.38
59 C -0.58 -0.28 -0.23
60 H -4.39 3.83 0.72
61 H -3.23 1.67 1.02
62 H -0.57 2.66 -2.18
63 H -1.73 4.83 -2.48

---

Which of them is least stable? Easy: #a.